[1]
{"formula": "C2H10N6OP", "method": "wB97M-V/def2-TZVPD", "symbols": ["N", "C", "N", "N", "P", "N", "N", "C", "N", "O", "H", "H", "H", "H", "H", "H", "H", "H", "H", "H"], "positions_angstrom": [[1.6726, 1.0840, 0.8420], [2.2023, 0.1203, 0.0158], [3.4288, 0.3122, -0.4080], [1.6068, -0.9551, -0.3545], [0.0531, -1.4143, -0.4528], [-1.8293, -1.7795, 0.1479], [-2.5532, -0.6039, 0.2178], [-1.8152, 0.5334, -0.0687], [-2.5154, 1.6462, -0.0854], [-0.6149, 0.4034, -0.2907], [0.6175, 1.0293, 0.9083], [2.2895, 1.5837, 1.4445], [4.0114, -0.5388, -0.5135], [3.9051, 1.1355, -0.4006], [-0.1211, -1.1123, -1.7693], [0.4018, -2.7705, -0.2179], [-1.7732, -2.3916, 0.9468], [-3.4699, -0.5128, -0.2537], [-3.4521, 1.6202, 0.4230], [-2.0448, 2.6106, -0.1309]], "forces_ev_per_a": [[-1.893, -1.177, -1.193], [-1.156, 1.434, 1.440], [1.835, -3.684, -0.562], [-1.151, -0.367, 0.797], [-1.323, -1.554, -0.067], [3.597, 0.300, -2.462], [-0.307, 1.280, 0.252], [-2.454, -1.839, 0.906], [-1.012, 3.288, 0.983], [1.532, 0.959, 0.102], [2.396, 0.616, 0.472], [-0.079, 0.367, 0.275], [-0.771, 1.013, -0.342], [1.178, 2.702, 0.408], [-0.662, -0.868, -0.804], [-0.742, 0.148, -0.242], [-0.571, 0.533, 0.821], [0.649, -1.019, 0.396], [1.896, 0.177, -1.091], [-0.964, -2.311, -0.086]], "e_tot_ev": -22505.8595, "smiles": "NC(N)=N[PH2]1N[NH+]=C(N)O1", "charge": 1, "homo_ev": -13.105}

[2]
{"formula": "C2H10NO2", "method": "wB97M-V/def2-TZVPD", "symbols": ["C", "C", "N", "H", "H", "H", "H", "H", "H", "H", "H", "O", "H", "H", "O"], "positions_angstrom": [[1.0972, -0.0229, 0.0909], [2.0636, -0.6795, -0.5263], [-0.3173, -0.3894, 0.0178], [1.3165, 0.8336, 0.7092], [3.0229, -0.1895, -0.5987], [1.8886, -1.6365, -0.9916], [-0.5110, -1.3645, -0.1747], [-0.6716, 0.2054, -0.7539], [-0.8420, -0.2175, 0.8856], [-0.7662, 0.6383, 3.4830], [0.2464, 1.5849, 2.8179], [-0.4531, 0.9638, 2.6552], [-2.7015, -0.2873, -2.4332], [-1.5701, 0.5750, -2.9517], [-1.8024, -0.0138, -2.2295]], "forces_ev_per_a": [[1.020, -0.331, 0.449], [-0.775, 0.300, 0.074], [0.065, 0.445, 0.417], [-0.407, 0.266, -0.271], [0.223, -0.390, 0.262], [0.119, -0.020, -0.373], [0.298, -0.304, -0.670], [-0.876, -0.724, 0.235], [0.410, 0.712, 0.115], [-0.222, -0.171, 1.044], [0.368, 0.433, 0.419], [-0.235, -0.361, -1.512], [-0.151, -0.082, 0.103], [0.083, 0.111, -0.215], [0.080, 0.116, -0.076]], "e_tot_ev": -7814.3307, "charge": 1, "homo_ev": -14.966}

[3]
{"formula": "C2H10NO2", "method": "wB97M-V/def2-TZVPD", "symbols": ["C", "C", "N", "H", "H", "H", "H", "H", "H", "H", "H", "O", "H", "H", "O"], "positions_angstrom": [[0.2133, 0.2776, -0.9267], [-0.2634, -0.2759, -2.0141], [0.0340, -0.4623, 0.3600], [0.4548, 1.3147, -0.7385], [-0.1831, 0.2777, -2.9441], [-0.4721, -1.3318, -2.0893], [-0.1287, -1.4536, 0.1609], [-0.8300, -0.1398, 0.8253], [0.9004, -0.4032, 0.9175], [3.0904, -0.0473, 1.9958], [3.0292, 0.8077, 0.7193], [2.7874, -0.0575, 1.0779], [-2.7858, 0.3078, 1.6490], [-3.2224, 0.9159, 0.3085], [-2.6241, 0.2701, 0.6985]], "forces_ev_per_a": [[-1.323, -0.144, 1.332], [1.266, 0.238, -0.966], [0.442, -0.525, -0.587], [0.214, -0.064, -0.334], [-0.252, -0.076, 0.064], [-0.441, -0.062, 0.114], [0.091, 0.105, -0.026], [0.114, 0.325, -0.116], [0.071, 0.215, 0.164], [0.111, -0.020, -0.139], [0.144, -0.179, 0.078], [-0.387, 0.207, 0.138], [-0.348, 0.037, -0.048], [0.011, 0.019, -0.059], [0.288, -0.074, 0.385]], "e_tot_ev": -7814.4365, "charge": 1, "homo_ev": -15.219}

[4]
{"formula": "C2H10NO2S", "method": "wB97M-V/def2-TZVPD", "symbols": ["C", "C", "S", "N", "H", "H", "H", "H", "H", "H", "H", "H", "O", "H", "H", "O"], "positions_angstrom": [[0.4387, 0.2557, 0.9521], [-0.6501, -0.5849, 1.5493], [-1.8121, 0.5161, 2.4960], [0.0367, 1.1274, -0.0958], [0.7935, 0.6992, 1.8332], [1.3190, -0.3865, 0.6659], [-1.2164, -1.1170, 0.6796], [-0.2050, -1.4316, 2.2201], [-1.0671, 1.0003, -0.2212], [-0.1146, 2.0793, 0.4077], [1.3878, 0.5318, -2.5514], [0.3679, 1.6018, -2.5616], [1.2722, 1.4964, -2.7614], [-0.1710, -1.1648, -0.9943], [-0.3429, -2.5090, -0.3782], [-0.0365, -2.1141, -1.2401]], "forces_ev_per_a": [[1.388, -2.704, 0.533], [-1.430, -1.878, 0.071], [0.269, -0.598, -0.418], [-3.975, 3.110, 0.216], [0.743, 1.617, 0.968], [-0.711, 0.271, -0.413], [0.550, 0.703, 1.501], [-0.664, 1.433, -1.105], [2.686, -0.218, 0.370], [0.721, -1.741, -1.283], [0.062, 1.448, -0.147], [-1.630, 0.455, 0.716], [1.816, -1.824, -0.711], [0.327, -0.857, -0.570], [0.532, 0.291, -1.316], [-0.686, 0.493, 1.589]], "e_tot_ev": -18656.6155, "charge": -1, "homo_ev": -2.896}

[5]
{"formula": "C2H10NO2S", "method": "wB97M-V/def2-TZVPD", "symbols": ["C", "C", "S", "N", "H", "H", "H", "H", "H", "H", "H", "H", "O", "H", "H", "O"], "positions_angstrom": [[-0.3747, -0.0088, -0.2485], [-0.0043, -1.4571, -0.6067], [-0.0362, -1.7470, -2.4037], [0.4650, 0.9760, -0.9606], [-1.4078, 0.1529, -0.5625], [-0.2810, 0.1683, 0.8286], [0.9888, -1.6773, -0.1847], [-0.7032, -2.1325, -0.1023], [1.4242, 0.7560, -0.6837], [0.4316, 0.6415, -1.9304], [0.2088, 2.7440, -0.6042], [-0.9061, 3.4756, 0.1707], [-0.0492, 3.6266, -0.2528], [0.6895, -1.3924, 2.3230], [-0.5474, -2.2585, 2.3026], [0.1018, -1.8671, 2.9152]], "forces_ev_per_a": [[0.132, -0.145, -0.319], [-0.012, 0.152, 0.010], [0.030, -0.022, 0.099], [0.257, -0.429, 0.137], [-0.054, 0.078, 0.137], [-0.118, 0.077, 0.039], [0.051, 0.023, -0.061], [-0.109, -0.028, 0.055], [-0.059, 0.175, -0.078], [-0.023, 0.066, -0.049], [-0.166, -0.345, 0.037], [0.352, -0.019, -0.203], [-0.293, 0.432, 0.243], [0.120, 0.089, -0.141], [0.386, 0.228, 0.317], [-0.497, -0.330, -0.223]], "e_tot_ev": -18657.9514, "charge": -1, "homo_ev": -2.966}

[6]
{"formula": "C2H10NO2S", "method": "wB97M-V/def2-TZVPD", "symbols": ["C", "C", "S", "N", "H", "H", "H", "H", "H", "H", "H", "H", "O", "H", "H", "O"], "positions_angstrom": [[-0.5814, 0.1434, -0.7769], [-1.2961, -0.7035, 0.3115], [-0.2062, -1.4805, 1.5610], [0.6656, -0.3731, -1.2927], [-0.4223, 1.1521, -0.3897], [-1.2759, 0.2565, -1.6144], [-1.7396, -1.5513, -0.2162], [-2.0257, -0.0367, 0.7721], [0.6364, -1.3884, -1.3008], [1.4243, -0.1641, -0.6705], [2.6981, 2.1452, -2.3610], [1.6621, 2.7865, -3.1762], [2.6055, 2.5188, -3.2626], [-0.0866, -0.7606, 4.1793], [-1.1929, -1.3540, 3.6556], [-0.8653, -1.1904, 4.5815]], "forces_ev_per_a": [[-0.284, 0.013, 0.532], [0.967, -0.121, -0.480], [-0.079, 0.174, 0.139], [0.027, -0.420, -0.548], [0.265, 0.013, -0.060], [-0.159, 0.044, -0.086], [-0.590, 0.176, 0.083], [-0.361, -0.298, 0.014], [-0.127, 0.006, 0.024], [0.213, 0.269, 0.367], [0.431, -0.024, -0.078], [0.083, 0.282, -0.453], [-0.422, -0.071, 0.428], [0.176, 0.039, 0.735], [-0.362, -0.483, 0.398], [0.222, 0.401, -1.014]], "e_tot_ev": -18653.7705, "charge": -2, "s2": 0.750, "spin_multiplicity": 2, "homo_ev": [3.731, -0.617]}

[7]
{"formula": "C2H10NO3", "method": "wB97M-V/def2-TZVPD", "symbols": ["C", "O", "C", "N", "H", "H", "H", "H", "H", "H", "H", "H", "O", "H", "H", "O"], "positions_angstrom": [[0.0472, -1.3155, -0.3248], [0.0104, -0.1754, 0.4433], [-0.2809, -0.9316, -1.8238], [0.7038, -0.0183, -2.3819], [0.9600, -1.9588, -0.1883], [-0.7966, -1.9559, 0.0080], [-0.2595, -1.8277, -2.4958], [-1.2945, -0.5587, -1.9459], [0.2673, 0.9175, -2.5099], [1.3271, 0.3262, -1.6602], [0.5857, 1.0656, 2.7991], [0.9343, -0.0340, 1.7309], [1.1598, 0.3156, 2.6527], [-1.0251, 1.9881, 1.5716], [-1.1548, 0.8657, 0.3956], [-1.5746, 1.7071, 0.8322]], "forces_ev_per_a": [[-1.646, 0.510, -0.220], [0.960, -0.551, -0.652], [1.026, -1.855, 0.039], [-0.096, 2.434, -0.367], [-0.201, 0.602, -0.511], [0.090, -0.455, -0.296], [-0.019, 0.155, 0.630], [-0.140, 0.315, 0.497], [-0.113, -0.983, -0.439], [0.313, -0.813, 0.616], [-0.179, -0.024, -0.214], [-0.746, 0.529, 0.194], [0.896, -0.341, 0.412], [0.096, -0.508, -0.432], [0.521, 0.881, 1.397], [-0.763, 0.102, -0.653]], "e_tot_ev": -9869.1464, "charge": -1, "homo_ev": -4.009}